ORCA calculation (the ωB97M-V functional and the def2-TZVPD basis) on a cluster of 2 separate species, C3H5N3 in total at a distorted geometry.

LUMO energy (spin up / spin down) ... -11.17 / -12.12 eV
E_HOMO (spin up / spin down) ... -18.29 / -22.55 eV
Spin multiplicity ... 3
⟨S²⟩ ... 2.017
ΔE to the lowest compared entry with this formula, charge and spin ... 111.7 kJ/mol
Net charge ... +2
Largest force on an atom ... 4.24 eV Å⁻¹

```
11
Properties=species:S:1:pos:R:3:lowdin_charge:R:1
C -0.157 1.305 -0.092 0.0408
C -1.557 -0.653 -0.139 0.2370
C 0.780 -0.861 0.035 0.0232
N -0.418 -1.459 -0.021 0.1241
N 0.921 0.511 -0.205 0.1188
N -1.334 0.727 -0.042 0.1753
H 0.086 2.328 -0.062 0.1831
H 2.276 -1.715 0.733 0.4376
H -0.431 -2.516 0.055 0.2264
H 1.906 0.936 -0.318 0.2366
H -2.072 1.398 0.057 0.1972
```



ORCA calculation (the ωB97M-V functional and the def2-TZVPD basis) on a cluster of 3 separate species, C6H18N2OP in total at a distorted geometry.

LUMO energy (spin up / spin down) ... -4.17 / -4.17 eV
E_HOMO (spin up / spin down) ... -12.55 / -12.55 eV
ΔE to the lowest compared entry with this formula, charge and spin ... 280.0 kJ/mol
Net charge ... +1
Largest force on an atom ... 4.86 eV Å⁻¹

```
28
Properties=species:S:1:pos:R:3:lowdin_charge:R:1
C -0.170 0.556 1.201 -0.0581
C -1.173 -2.376 1.066 -0.0346
C -2.715 -1.654 -0.674 0.0343
C 1.795 1.357 -1.110 -0.0736
C 3.108 -0.316 0.287 -0.0962
C -1.050 -0.165 0.314 0.0009
N -1.633 -1.298 0.235 -0.1204
N 2.348 0.901 0.195 -0.2037
O -1.517 1.151 -1.021 -0.5285
P -1.509 2.677 -0.537 0.8223
H -0.339 0.360 2.281 0.1315
H -0.515 1.610 1.205 0.0243
H 0.868 0.642 0.840 0.0368
H -1.904 -2.986 1.681 0.1312
H -0.618 -3.221 0.555 0.1319
H -0.515 -2.174 1.922 0.1009
H -3.497 -2.080 -0.170 0.0733
H -3.033 -0.671 -0.993 0.0907
H -2.323 -2.360 -1.508 0.1603
H 2.262 0.752 -1.876 0.0849
H 0.701 0.987 -1.163 0.0668
H 1.826 2.365 -1.368 0.0623
H 2.476 -1.102 -0.148 0.0951
H 4.012 -0.439 -0.243 0.0754
H 3.351 -0.395 1.278 0.0630
H 2.930 1.652 0.453 0.1049
H -2.592 3.124 -1.371 -0.0403
H -0.572 3.100 -1.329 -0.1353
```